[1]
66
Properties=species:S:1:pos:R:3:forces:R:3 method="wB97M-V/def2-TZVPD" total_charge=-2 fmax_ha_per_bohr=0.0946 total_energy_ev=-49811.98927 lumo_energy_ev=4.21
Ba 1.38902 0.35386 0.42384 -1.042 -0.990 1.355
O 4.13745 -2.45382 -1.30781 -0.103 0.032 0.039
C 3.13057 -2.30409 -0.59699 0.179 -0.477 -0.116
O 2.79877 -1.31535 0.10781 2.937 -3.493 -0.749
C 2.14794 -3.51501 -0.53186 0.035 0.349 0.028
N 0.74147 -3.15156 -0.45048 -0.085 -0.247 -0.085
C 0.13475 -2.94831 -1.74539 0.043 0.101 -0.010
C 0.80229 -1.82120 -2.52308 -0.107 -0.056 0.094
N 0.76893 -0.50321 -1.89013 -0.448 -0.978 -2.076
C -0.49005 0.21039 -2.09245 -0.183 0.048 0.009
C -1.63058 -0.01017 -1.07960 0.052 -0.023 -0.161
N -1.24861 -0.12490 0.33704 -1.340 -0.148 -0.034
C -1.85469 -1.31623 0.93022 0.096 -0.117 0.061
C -1.25281 -1.75645 2.26627 0.006 0.080 -0.209
N 0.12130 -2.22419 2.16941 -0.059 -0.056 0.309
C 0.22717 -3.64222 1.89603 0.036 0.028 -0.213
C -0.01329 -4.01636 0.42721 0.064 0.142 0.120
C 0.91252 -1.85522 3.34223 -0.055 0.255 -0.024
C 0.92530 -0.31545 3.53578 0.038 -0.139 0.575
O 0.38597 0.14327 4.55514 0.019 -0.056 -0.131
O 1.48776 0.32340 2.60016 0.059 -0.162 4.861
C -1.66689 1.04202 1.12697 0.006 0.184 0.012
C -0.98368 2.39647 0.75440 -0.028 -0.020 0.431
O -1.91917 3.17942 0.01326 0.023 0.163 -0.374
O 0.15129 2.20581 0.03163 -2.401 3.252 -0.823
C 1.85964 0.28331 -2.50149 0.157 0.092 -0.158
C 2.09411 1.69189 -1.88240 0.607 0.715 -1.199
O 1.70897 2.67578 -2.54196 0.064 -0.157 -0.026
O 2.73832 1.69257 -0.80691 1.901 1.977 -1.657
H 2.43011 -4.04950 0.37826 -0.040 -0.036 0.006
H 2.34080 -4.18891 -1.38177 0.029 0.033 -0.011
H -0.92759 -2.73076 -1.61051 0.000 -0.029 0.025
H 0.20239 -3.85872 -2.37955 -0.030 0.014 -0.002
H 0.34472 -1.77801 -3.52977 0.032 -0.010 0.001
H 1.84845 -2.09654 -2.65893 0.013 0.031 -0.091
H -0.89777 -0.00004 -3.09855 0.018 0.023 0.001
H -0.24031 1.26255 -2.06657 -0.061 0.062 -0.116
H -2.20481 -0.89744 -1.36867 0.001 -0.009 0.064
H -2.29820 0.85132 -1.20404 -0.063 -0.050 -0.032
H -1.74417 -2.13330 0.22326 -0.057 0.045 -0.042
H -2.94096 -1.16214 1.08599 0.006 -0.015 -0.024
H -1.91044 -2.54109 2.68735 0.012 0.004 0.000
H -1.28453 -0.92243 2.96491 -0.035 -0.050 0.083
H -0.47216 -4.22925 2.52420 0.058 -0.030 0.038
H 1.23883 -3.95375 2.16176 0.005 0.011 0.031
H -1.07585 -3.93697 0.19160 0.005 0.014 -0.022
H 0.24892 -5.08401 0.29364 -0.027 -0.007 0.013
H 1.94515 -2.16200 3.15951 -0.021 -0.074 0.007
H 0.53758 -2.33323 4.26293 0.020 0.035 -0.004
H -1.41725 0.83680 2.16797 -0.053 -0.039 0.005
H -2.75709 1.18812 1.05198 -0.002 -0.060 0.066
H 1.68076 0.39777 -3.58122 -0.020 0.069 0.029
H 2.79271 -0.26046 -2.34153 -0.044 -0.100 -0.068
C -2.62972 5.24628 -1.84845 0.152 -0.020 -0.012
Sb -0.92002 3.82587 -1.61896 -0.399 0.183 0.394
C 0.30226 5.37098 -0.73668 0.058 -0.278 -0.059
C -0.69489 3.14631 2.07196 0.036 -0.052 -0.257
H -2.62890 6.02027 -1.07672 0.020 -0.044 0.028
H -3.56411 4.68439 -1.77649 0.024 -0.021 -0.012
H -2.58737 5.72887 -2.83103 -0.004 0.000 0.005
H -0.22007 5.84745 0.09333 -0.060 -0.021 -0.024
H 0.54111 6.11089 -1.50392 0.001 0.016 0.008
H 1.21415 4.88559 -0.39120 0.020 0.055 -0.018
H -0.22613 4.09801 1.81647 -0.055 0.023 0.024
H -0.00478 2.56263 2.68463 -0.039 0.016 0.059
H -1.62455 3.33001 2.61798 0.030 0.011 0.059

=====

[2]
51
Properties=species:S:1:pos:R:3:forces:R:3 method="wB97M-V/def2-TZVPD" fmax_ha_per_bohr=0.1464 total_energy_ev=-35354.91199 lumo_energy_ev=-0.16
O -2.29481 -1.60107 2.69722 -1.657 1.691 -1.317
H -2.75306 -1.52870 3.51935 -0.205 -0.158 0.885
H -1.56526 -2.15699 2.79088 1.849 -1.422 0.348
O 1.53856 -1.00424 2.50135 -0.676 2.001 1.278
H 1.37100 -0.25212 3.24023 1.535 -3.748 -2.855
H 2.06243 -1.81229 2.70768 -0.545 1.384 0.754
O 0.98417 3.02461 -3.09088 -1.311 1.016 -0.840
H 0.26706 2.73887 -2.51431 0.237 -0.174 0.295
H 0.52464 3.26994 -3.90975 0.136 0.098 0.314
O 4.13702 -2.86340 0.23089 -1.763 1.056 -0.003
H 3.99564 -3.43828 -0.59456 -0.376 2.157 1.781
H 3.45406 -2.05339 0.35047 2.334 -3.415 -1.168
O 0.07909 0.55143 4.89854 5.845 -1.015 2.391
H 0.95124 0.37056 4.38105 -2.880 1.233 1.802
H -0.62669 0.63617 4.36458 -3.570 0.312 -3.383
O 2.58668 1.52704 4.31624 1.212 -1.170 4.496
H 2.93422 0.92373 5.20089 -1.408 2.744 -3.779
H 2.26823 2.37377 4.76183 0.474 -1.704 -0.751
O -0.42690 -3.42197 -3.54266 -3.839 -0.489 -1.978
H -0.57667 -3.65918 -4.50467 0.259 0.532 1.740
H 0.47198 -3.38329 -3.43308 3.565 0.106 0.416
O -0.23853 1.33794 -0.29198 1.098 -0.399 0.992
H -1.12895 1.66037 -0.44617 -0.280 0.078 0.787
H 0.02337 1.36103 0.67533 -1.060 0.135 -1.704
O -2.75858 -2.57844 -0.98102 0.885 -0.019 -0.527
H -2.27360 -1.89803 -0.40786 -0.617 -2.048 -1.415
H -2.17800 -3.14609 -1.60336 -0.959 1.825 1.815
O -5.45777 -1.25515 1.11271 1.231 -1.124 0.054
H -4.68494 -0.97368 1.62098 -0.280 0.754 0.223
H -4.99951 -2.04525 0.75377 -0.905 0.258 -0.308
O -0.26781 -1.89667 0.07605 -0.376 2.027 0.192
H -0.58883 -2.14452 -0.79808 0.345 0.014 -0.013
H -0.50884 -0.91527 0.15089 0.801 -1.780 -0.198
O 1.84481 4.69786 1.07495 -4.306 1.749 -5.920
H 2.57789 4.68825 1.53735 5.751 -0.478 4.276
H 2.19915 5.22165 0.26755 -1.448 -1.357 1.666
O 3.18159 -1.62483 -1.93301 2.074 -3.546 -2.042
H 2.66003 -1.20400 -1.34945 -3.075 2.125 3.478
H 3.30466 -0.97175 -2.56909 0.676 1.733 -1.925
O 2.77859 1.49128 -2.84534 1.157 -1.311 -1.319
H 2.61152 1.03503 -3.70303 0.013 0.298 1.026
H 2.97545 2.37708 -3.17651 -0.184 -0.042 0.516
O -4.31883 1.00285 -0.71593 -1.807 2.613 0.333
H -4.40198 0.58342 -1.54885 0.316 -1.349 -1.310
H -5.07486 1.66823 -0.85879 1.679 -1.209 0.951
O -0.91208 -1.06139 -5.47655 -0.574 0.411 -5.016
H -0.53204 -0.34505 -6.06591 -0.526 -1.248 1.930
H -0.72492 -1.02315 -4.58924 1.101 0.741 3.086
O -0.68096 3.31072 2.14481 -0.678 -0.170 0.999
H -0.02832 3.23774 1.46950 0.875 0.270 -0.970
H -0.19998 3.71272 2.87718 -0.143 0.018 -0.084

=====

[3]
19
Properties=species:S:1:pos:R:3:forces:R:3 method="wB97M-V/def2-TZVPD" total_charge=+1 fmax_ha_per_bohr=0.0318 total_energy_ev=-12489.53055 lumo_energy_ev=-3.04
O 1.61343 -3.21153 2.45345 -0.084 -0.158 -0.373
H 2.02343 -3.65779 3.20199 0.070 0.285 0.202
H 1.42188 -3.95065 1.86164 -0.052 0.151 -0.033
O -4.47577 1.51506 -1.34373 -0.516 -0.530 1.060
H -4.95635 0.67377 -1.26895 0.258 0.071 -0.633
H -4.72568 1.86335 -0.47024 0.339 0.450 -0.408
O 2.13794 1.57675 0.83582 0.449 -0.362 -0.886
H 2.53534 1.49699 -0.05974 -0.070 0.877 0.848
H 2.18249 2.49628 1.14249 -0.145 -0.379 -0.310
O -0.73198 -0.96944 -0.74756 0.253 -0.661 0.205
H -0.64992 -1.72068 -1.35687 -0.268 0.323 0.007
H -0.93914 -0.18518 -1.26943 0.127 0.170 -0.157
O 0.03884 2.03986 -1.57984 0.035 -0.162 -0.088
H -0.87828 2.32546 -1.51435 -0.071 0.183 0.014
H 0.40072 2.55146 -2.31612 -0.111 -0.135 0.083
O 1.50337 -0.82553 0.43744 -1.446 0.270 0.709
H 0.52910 -0.97187 0.07500 0.253 0.197 -0.711
H 1.45988 -1.23998 1.33049 0.601 -0.196 -0.007
H 1.51070 0.19366 0.58853 0.379 -0.393 0.481

=====

Let's list ΔE to the lowest compared entry with this formula, charge and spin in order: 119.8; 163.7; 22.9 kcal/mol.